i.
Formula: C2H2Cl2N2S
Source: OMol25
Level of theory: wB97M-V/def2-TZVPD

Positions of all 9 atoms, in Å:
S 1.3192 2.2291 -1.2684
N 1.1575 1.3022 0.0228
N 1.0078 0.0241 0.1416
Cl 1.1724 -0.8898 -1.2386
H 1.3241 1.8819 0.8332
C -1.8893 -1.4030 -0.2430
C -1.2900 -1.0764 0.7514
Cl -0.7916 -0.7842 2.2850
H -2.0101 -1.2839 -1.2840

Its SMILES is [S-]/[NH+]=N\Cl.C#CCl. Its orbital gap (alpha / beta) is 8.23 / 8.24 eV. The calculation puts the LUMO energy (alpha / beta) at -0.943 / -0.940 eV. The molar mass is 157.0 g mol⁻¹. The HOMO energy (alpha / beta) comes out at -9.176 / -9.176 eV.

=====

ii.
Formula: C2H2Cl2N2S
Source: OMol25
Level of theory: wB97M-V/def2-TZVPD

Positions of all 9 atoms, in Å:
C -0.5970 0.2780 1.2758
C 0.8186 -0.0679 -0.1932
N -1.6600 -0.0466 0.7448
N -0.0272 -0.4388 -1.2227
S -1.7308 -0.6505 -0.7492
Cl 1.7417 1.3999 -0.4623
Cl 1.8212 -1.3773 0.4093
H -0.3614 0.7161 2.2161
H -0.0050 0.1871 -2.0186

Its orbital gap is 9.59 eV. The calculation puts the LUMO energy at 0.602 eV. The molar mass is 157.0 g mol⁻¹. The HOMO energy comes out at -8.986 eV.

=====

Which structure is the least stable? The one labeled i.

=====

i.
Formula: C3H4NO3
Source: OMol25
Level of theory: wB97M-V/def2-TZVPD

Positions of all 11 atoms, in Å:
C 1.0470 0.5898 -0.6947
C -2.3282 0.8246 0.4942
C -1.0206 -0.4908 -0.0464
N -0.0924 0.0951 -0.9521
O -2.1600 1.1333 1.6089
O -3.1021 0.9609 -0.4507
O -0.4353 -1.2635 1.0070
H 1.7113 1.1057 -1.5288
H 1.6582 0.5512 0.2309
H -1.7182 -1.1273 -0.5390
H -0.4232 -0.6042 1.6984

Its orbital gap is 7.42 eV. The calculation puts the LUMO energy at 4.047 eV. The molar mass is 102.1 g mol⁻¹. The HOMO energy comes out at -3.370 eV. Its charge is -1.

=====

ii.
Formula: C3H4NO3
Source: OMol25
Level of theory: wB97M-V/def2-TZVPD

Positions of all 11 atoms, in Å:
O -2.3898 -0.3051 0.7291
C -1.7481 -0.8026 -0.1793
N -0.4299 -0.5254 -0.3725
C 0.3453 0.3709 0.5089
C 1.7053 0.6480 -0.1038
O 2.5398 1.1301 0.6940
O 1.8677 0.4887 -1.3455
H -2.0766 -1.5787 -0.8834
H -0.0645 -0.4335 -1.3197
H -0.2398 1.2233 0.8593
H 0.4905 -0.2158 1.4129

Its SMILES is O=CNCC(=O)[O-]. Its orbital gap is 8.22 eV. The calculation puts the LUMO energy at 3.800 eV. The molar mass is 102.1 g mol⁻¹. The HOMO energy comes out at -4.424 eV. Its charge is -1.

=====

Which structure is the least stable? The one labeled i.

=====

i.
Formula: CHNO3S
Source: OMol25
Level of theory: wB97M-V/def2-TZVPD

Positions of all 7 atoms, in Å:
C 0.2674 0.2890 -0.3516
N 0.9815 -0.7360 -0.1004
O 3.5870 -2.6859 -2.0514
O 0.2340 0.9881 -1.3293
O 1.8785 -1.3516 -0.9194
S 2.4017 -1.8880 -2.2769
H -0.1399 0.3758 0.6760

Its orbital gap (alpha / beta) is 8.19 / 6.54 eV. The calculation puts the LUMO energy (alpha / beta) at -2.192 / -2.927 eV. The molar mass is 107.1 g mol⁻¹. The HOMO energy (alpha / beta) comes out at -10.379 / -9.467 eV.

=====

ii.
Formula: CHNO3S
Source: OMol25
Level of theory: wB97M-V/def2-TZVPD

Positions of all 7 atoms, in Å:
C 0.4005 1.3354 0.6845
N 0.9233 0.3181 0.4413
O -0.3380 2.2162 0.9159
O 0.3539 -1.5194 -1.0302
O -0.8837 -1.1247 -0.9849
S -1.7225 -1.0933 0.3768
H 1.2666 -0.1323 -0.4035

Its orbital gap (alpha / beta) is 7.23 / 7.23 eV. The calculation puts the LUMO energy (alpha / beta) at -3.213 / -3.206 eV. The molar mass is 107.1 g mol⁻¹. The HOMO energy (alpha / beta) comes out at -10.440 / -10.438 eV.

=====

iii.
Formula: CHNO3S
Source: OMol25
Level of theory: wB97M-V/def2-TZVPD

Positions of all 7 atoms, in Å:
C 0.3459 0.2738 0.4541
N 2.5310 -1.7323 -0.2274
O 3.3138 -0.9055 -0.0887
O 1.2252 0.6762 -0.4035
O 0.4200 0.1146 1.6276
S 2.7904 1.0388 0.0055
H -0.5139 0.1258 -0.2446

Its orbital gap (alpha / beta) is 8.17 / 8.43 eV. The calculation puts the LUMO energy (alpha / beta) at -0.843 / -1.119 eV. The molar mass is 107.1 g mol⁻¹. The HOMO energy (alpha / beta) comes out at -9.017 / -9.548 eV.

=====

Which structure is the least stable? The one labeled ii.

=====

i.
Formula: C4H9NO3
Source: OMol25
Level of theory: wB97M-V/def2-TZVPD

Positions of all 17 atoms, in Å:
N 1.0315 -0.4452 1.3197
C 0.9753 -0.0601 -0.0928
C 0.8917 1.4407 -0.3164
O -0.2463 2.1485 0.1590
C 0.0017 -0.9541 -0.8875
C -1.3658 -1.1753 -0.2593
O -1.9641 -2.2169 -0.3354
O -1.8745 -0.1485 0.4537
H 1.1574 0.3801 1.8878
H 0.2275 -0.9695 1.6300
H 1.9902 -0.2559 -0.4571
H 1.7063 1.9002 0.2496
H 1.0315 1.6490 -1.3873
H -1.0618 1.6817 -0.0393
H -0.2929 -0.5642 -1.8681
H 0.4856 -1.9156 -0.8967
H -2.6935 -0.4949 0.8401

Its SMILES is N[C@H](CO)CC(=O)O. Its orbital gap is 9.92 eV. The calculation puts the LUMO energy at 0.542 eV. The molar mass is 119.1 g mol⁻¹. The HOMO energy comes out at -9.377 eV.

=====

ii.
Formula: C4H9NO3
Source: OMol25
Level of theory: wB97M-V/def2-TZVPD

Positions of all 17 atoms, in Å:
C 1.9160 -1.2329 0.4673
C -2.7632 0.2304 0.2308
C 0.5751 1.3731 -0.5757
N -0.0564 0.1725 -0.0727
C 0.0922 -1.0654 -0.3311
O -1.7765 0.4729 -0.7190
O 3.0299 -0.4563 0.2868
O -0.4428 -2.1091 -0.5070
H 2.7746 0.4741 0.4215
H 1.5708 -1.3223 1.4947
H 2.1057 -2.1873 -0.0196
H -3.6815 0.7657 -0.0638
H -2.4995 0.5925 1.2391
H -3.0391 -0.8351 0.2913
H 0.0031 1.8582 -1.3657
H 0.6404 2.0718 0.2554
H 1.5512 1.1972 -1.0323

Its orbital gap (alpha / beta) is 7.97 / 8.00 eV. The calculation puts the LUMO energy (alpha / beta) at -0.524 / -0.406 eV. The molar mass is 119.1 g mol⁻¹. The HOMO energy (alpha / beta) comes out at -8.496 / -8.409 eV.

=====

Which structure is the least stable? The one labeled ii.

=====

i.
Formula: C4H9NO3
Source: OMol25
Level of theory: wB97M-V/def2-TZVPD

Positions of all 17 atoms, in Å:
C -1.7689 -0.4722 0.8362
C -1.2640 -1.3843 -0.2597
O -1.7256 -2.5230 -0.3109
N -0.3442 -1.0329 -1.1925
C 0.2805 0.2999 -1.0992
C 1.4067 0.4718 -0.1757
O 2.3179 1.2276 -0.3956
H -2.8493 -0.3273 0.7253
H -1.7851 -0.8907 1.8492
H -1.4243 0.5556 1.0051
H 0.1315 -1.7949 -1.6372
H 0.6629 0.4809 -2.1153
H -0.4430 1.1144 -1.1976
H 1.3107 -0.0702 0.7907
O 0.9632 2.4551 2.1230
H 1.5279 2.4462 1.3329
H 0.1034 2.7375 1.7982

Its SMILES is CC(=O)NCC=O.O. Its orbital gap is 10.29 eV. The calculation puts the LUMO energy at 0.216 eV. The molar mass is 119.1 g mol⁻¹. The HOMO energy comes out at -10.075 eV.

=====

ii.
Formula: C4H9NO3
Source: OMol25
Level of theory: wB97M-V/def2-TZVPD

Positions of all 17 atoms, in Å:
N -0.0477 1.1451 0.3050
C -1.0607 0.3747 1.0004
C -1.9445 -0.4053 0.0463
O -2.4271 -1.4782 0.2844
O -2.1604 0.2515 -1.1024
H 0.6540 1.6059 0.9389
H -0.4616 1.7859 -0.3640
H -0.5826 -0.3326 1.6807
H -1.7429 1.0006 1.6001
H -2.7292 -0.2788 -1.6831
C 1.6798 -1.1432 -0.2308
C 1.8236 0.3235 -0.5308
O 2.5383 1.0866 0.1226
H 2.3781 -1.6826 -0.8721
H 1.9199 -1.3492 0.8100
H 0.6756 -1.4959 -0.4541
H 1.4874 0.5920 -1.5509

Its SMILES is NCC(=O)O.CC=O. Its orbital gap is 9.76 eV. The calculation puts the LUMO energy at 0.488 eV. The molar mass is 119.1 g mol⁻¹. The HOMO energy comes out at -9.270 eV.

=====

iii.
Formula: C4H9NO3
Source: OMol25
Level of theory: wB97M-V/def2-TZVPD

Positions of all 17 atoms, in Å:
C -0.9391 -0.6261 1.1460
C -0.1427 -0.1868 -0.1893
C -0.5726 1.2733 -0.4127
N 1.3809 -0.3099 0.1746
O 1.9581 0.8192 0.8749
C -0.3600 -1.0763 -1.4302
O -1.4731 -0.9932 -2.0831
O 0.6003 -1.8159 -1.6629
H -0.6871 -1.7037 1.5008
H -2.0565 -0.4341 1.0801
H -0.6056 -0.0043 1.8819
H -1.5974 1.3146 -0.7183
H -0.1020 1.8706 -1.1897
H -0.4958 1.8902 0.4953
H 1.5113 -1.1984 0.6971
H 1.8410 -0.5650 -0.7581
H 1.7402 1.7458 0.5937

Its SMILES is CC(C)([NH2+]O)C(=O)[O-]. Its orbital gap is 8.64 eV. The calculation puts the LUMO energy at -0.142 eV. The molar mass is 119.1 g mol⁻¹. The HOMO energy comes out at -8.777 eV.

=====

Which structure is the least stable? The one labeled iii.

=====

i.
Formula: C4H9NO3
Source: OMol25
Level of theory: wB97M-V/def2-TZVPD

Positions of all 17 atoms, in Å:
C -0.3525 -1.2189 1.6084
C 0.0010 -0.9686 0.1323
O -0.8126 -1.7944 -0.6999
C -0.1092 0.5078 -0.3463
N 0.1767 0.6990 -1.7735
C 0.7600 1.5181 0.4334
O 1.0788 1.3620 1.5689
O 1.0983 2.5924 -0.2472
H -1.1796 -0.6055 1.9145
H -0.5888 -2.2826 1.8066
H 0.5377 -0.9125 2.1631
H 1.0292 -1.2948 0.0210
H -1.6881 -1.4056 -0.8058
H -1.1356 0.8614 -0.1711
H 0.9103 0.0373 -2.0701
H -0.6135 0.4704 -2.3124
H 0.8878 2.4343 -1.2220

Its SMILES is C[C@@H](O)[C@H](N)C(=O)O. Its orbital gap is 10.52 eV. The calculation puts the LUMO energy at 0.473 eV. The molar mass is 119.1 g mol⁻¹. The HOMO energy comes out at -10.047 eV.

=====

ii.
Formula: C4H9NO3
Source: OMol25
Level of theory: wB97M-V/def2-TZVPD

Positions of all 17 atoms, in Å:
C -0.9570 -1.7359 -0.3673
C 1.8020 0.3356 1.1497
C 0.9768 -0.5487 0.2832
N -0.3273 -0.5960 0.3102
H 1.5104 -1.3317 -0.2626
H -0.8231 -1.6558 -1.4480
H -0.5331 -2.6714 0.0003
H -2.0231 -1.7357 -0.1453
H 2.7527 0.5398 0.6559
H 1.2840 1.2602 1.3918
H 2.0028 -0.2073 2.0814
C -0.9346 1.0686 -0.2105
O -2.0716 0.7836 -0.8986
O 0.2848 1.1476 -1.3596
O -0.8852 1.9328 0.6428
H -2.7380 1.3829 -0.5274
H 0.6796 2.0314 -1.2961

Its orbital gap is 9.97 eV. The calculation puts the LUMO energy at 0.209 eV. The molar mass is 119.1 g mol⁻¹. The HOMO energy comes out at -9.764 eV.

=====

Which structure is the least stable? The one labeled ii.